A cluster of 5 separate species, CH11O5 in total at a distorted geometry, computed with ωB97M-V/def2-TZVPD.

```
17
CH11O5 ωB97M-V/def2-TZVPD
C -0.71511 -0.65022 1.24863
O -0.13378 0.13294 0.27577
H -1.46736 -1.40322 0.94073
H -1.23788 -0.01726 2.00272
H -0.02632 -1.22751 1.89971
H 1.25998 -2.59390 -0.81843
H 1.02491 -1.25851 -0.16341
O 1.71274 -1.97158 -0.24124
H 0.94027 1.35527 0.66507
H 2.23281 2.20840 0.95050
O 1.28683 2.28668 0.83959
H -0.74102 -1.10540 -1.09255
H -0.32126 -1.07163 -2.50046
O -0.81803 -1.65968 -1.90506
H -1.09115 1.56954 -0.71633
H -0.73046 2.92014 -0.32143
O -1.17515 2.48594 -1.06381
```

As for the frontier orbital gap: 8.7 eV. As for the energy above the lowest of the compared OMol25 structures with the same formula, charge and spin: 20.8 kJ/mol. The calculation puts the total energy at -420.94289 hartree. Its net charge is -1.

Charges computed using Mulliken, reported in e: atom 1 (C): -0.6654, atom 2 (O): -0.9142, atom 3 (H): 0.2826, atom 4 (H): 0.2358, atom 5 (H): 0.2612, atom 6 (H): 0.3407, atom 7 (H): 0.2943, atom 8 (O): -0.7186, atom 9 (H): 0.4795, atom 10 (H): 0.2714, atom 11 (O): -0.7058, atom 12 (H): 0.2823, atom 13 (H): 0.3252, atom 14 (O): -0.7455, atom 15 (H): 0.3872, atom 16 (H): 0.3128, atom 17 (O): -0.7235